This record from the OMol25 dataset describes 6 unconnected molecules or ions with the total composition C37H58FN2O19. The level of theory is ωB97M-V/def2-TZVPD.

The geometry in ORCA input format:
```
! RIJCOSX wB97M-V def2-TZVPD def2/J DEFGRID3
* xyz 1 1
C -5.1274 3.6309 2.0608
C -3.6747 3.6095 1.5881
C -3.5730 3.8163 0.0893
O -4.2266 2.7571 -0.6077
C -3.3645 2.0509 -1.4677
C -2.3114 1.3135 -0.6670
C -0.9832 1.5246 -0.9588
N -0.0365 0.8868 -0.2462
C -0.2880 0.0707 0.7910
C 0.9152 -0.5224 1.4408
C 1.6757 -1.5078 0.5025
N 0.9081 -1.8772 -0.6869
C -1.6242 -0.1574 1.1581
C -1.9070 -1.0656 2.3392
O -1.2418 -0.6574 3.5066
C -1.7364 0.5389 4.0931
C -2.6367 0.4353 0.3946
C -4.1116 0.1192 0.5474
O -4.5596 -0.6423 -0.2536
O -4.8699 0.8126 1.4073
C -5.2261 0.3004 2.7005
C -5.9463 -1.0350 2.6643
C -7.1687 -1.0797 1.7524
F -7.0929 -2.2070 0.9349
H -5.7710 3.0333 1.4171
H -5.5041 4.6541 2.0796
H -5.2104 3.2287 3.0721
H -3.1867 2.6674 1.8489
H -3.1456 4.4061 2.1017
H -2.5211 3.8883 -0.2033
H -4.0364 4.7682 -0.1875
H -2.8639 2.7399 -2.1540
H -3.9673 1.3500 -2.0421
H -0.6870 2.1787 -1.7658
H 0.9304 1.0344 -0.5064
H 0.6590 -1.0548 2.3449
H 1.5771 0.3156 1.6701
H 1.9030 -2.3890 1.1080
H 2.6372 -1.0836 0.2177
H 0.1450 -2.5040 -0.4584
H 1.5094 -2.4078 -1.3085
H -2.9815 -1.1642 2.4986
H -1.5295 -2.0648 2.1118
H -1.9800 1.3025 3.3493
H -2.6222 0.3400 4.7013
H -0.9629 0.9408 4.7408
H -4.3626 0.2533 3.3612
H -5.8841 1.0640 3.1139
H -6.1930 -1.2974 3.6941
H -5.2749 -1.8236 2.3111
H -8.0879 -1.1800 2.3279
H -7.2173 -0.2110 1.0982
C 4.3283 0.5954 4.3934
C 5.0756 -0.0626 3.2638
C 6.4697 0.4661 2.9906
O 6.6216 0.2081 1.5834
C 5.3987 0.1968 1.0302
O 5.1581 0.1863 -0.1355
O 4.4431 0.2045 1.9910
H 3.2978 0.2424 4.4300
H 4.8056 0.3624 5.3445
H 4.3074 1.6781 4.2642
H 5.0964 -1.1477 3.3960
H 7.2526 -0.0416 3.5462
H 6.5404 1.5433 3.1541
C 4.2118 -0.5365 -4.0582
C 3.0910 0.4596 -3.9669
C 2.0562 0.1474 -2.9144
O 0.8623 0.7504 -3.4322
C 0.9974 0.7987 -4.7946
O 0.1095 1.0806 -5.5278
O 2.2490 0.4637 -5.1484
H 4.8468 -0.3402 -4.9150
H 4.8242 -0.4874 -3.1576
H 3.8145 -1.5488 -4.1638
H 3.4816 1.4738 -3.8474
H 2.3040 0.5692 -1.9406
H 1.8720 -0.9197 -2.8142
C 6.1624 -6.3822 -5.0254
C 5.6875 -5.0661 -5.5819
C 6.1715 -4.7349 -6.9783
O 6.1922 -3.2997 -6.9595
C 6.3760 -2.9102 -5.6811
O 6.6132 -1.7948 -5.3395
O 6.2440 -3.9565 -4.8391
H 5.8795 -6.4762 -3.9778
H 5.7157 -7.2061 -5.5815
H 7.2489 -6.4611 -5.0849
H 4.6013 -4.9962 -5.5146
H 5.5150 -5.0894 -7.7679
H 7.1892 -5.0895 -7.1581
C -2.7689 6.9343 7.3482
C -2.0765 6.3817 6.1316
C -2.8069 6.5561 4.8160
O -2.3356 5.4247 4.0628
C -1.9916 4.4565 4.9417
O -1.7376 3.3334 4.6312
O -1.9818 4.9377 6.1956
H -2.2355 6.6490 8.2534
H -2.8060 8.0219 7.2957
H -3.7857 6.5477 7.4234
H -1.0572 6.7692 6.0572
H -2.5662 7.4776 4.2937
H -3.8895 6.4687 4.9298
C -2.1603 -4.0826 -4.8035
C -0.9213 -4.6468 -4.1612
C -0.3745 -3.8676 -2.9846
O 1.0320 -4.1620 -3.0447
C 1.3327 -4.4671 -4.3381
O 2.4306 -4.6253 -4.7620
O 0.2050 -4.5935 -5.0605
H -2.4010 -4.6318 -5.7120
H -3.0052 -4.1568 -4.1190
H -2.0126 -3.0367 -5.0753
H -1.0682 -5.6956 -3.8894
H -0.7840 -4.1827 -2.0274
H -0.5101 -2.7896 -3.1088
*
```

**E_HOMO**: -12.1 eV
**Gap between HOMO and LUMO**: 8.63 eV
**F_max**: 0.8 eV/A



This record from the OMol25 dataset describes a molecular structure, C56H57CaCl2N4O3P2 in a non-equilibrium geometry. The level of theory is ωB97M-V/def2-TZVPD.

The geometry in ORCA input format:
```
! RIJCOSX wB97M-V def2-TZVPD def2/J DEFGRID3
* xyz -1 1
Ca 0.4056 1.6104 -1.1790
N 1.3605 -2.2469 -0.3172
C 2.0322 -1.9131 0.9360
C 1.2321 -0.9093 1.7408
N 0.8954 0.2865 0.9486
H 1.8260 -3.0178 -0.7796
H 1.3575 -1.4790 -0.9893
H 3.0608 -1.5436 0.8027
H 2.1017 -2.8229 1.5402
H 1.8454 -0.5799 2.5832
H 0.3321 -1.3757 2.1499
H 0.9432 1.1020 1.5538
H -0.0803 0.1890 0.6726
N 0.1167 -1.2575 -2.9457
C -0.5394 -2.4705 -2.8942
C -0.1895 -3.4799 -3.8066
C -0.8245 -4.7048 -3.8034
C -1.8402 -4.9722 -2.8904
C -2.1666 -3.9937 -1.9670
C -1.5313 -2.7508 -1.9270
P -1.8492 -1.5854 -0.5372
C -3.5267 -0.9076 -0.8634
C -3.9436 0.1556 -0.0595
C -5.1861 0.7465 -0.2334
C -6.0315 0.2924 -1.2397
C -5.6226 -0.7511 -2.0579
C -4.3796 -1.3469 -1.8693
C -2.2331 -2.7856 0.8346
C -3.4058 -2.7580 1.5856
C -3.5930 -3.6267 2.6589
C -2.6137 -4.5462 2.9975
C -1.4406 -4.5918 2.2504
C -1.2530 -3.7219 1.1880
H -0.4465 -0.4237 -2.7175
H 0.7906 -1.1400 -3.6851
H 0.5943 -3.2749 -4.5261
H -0.5293 -5.4572 -4.5257
H -2.3505 -5.9262 -2.8849
H -2.9253 -4.2102 -1.2222
H -3.2708 0.5467 0.6968
H -5.4796 1.5757 0.3993
H -6.9955 0.7613 -1.3949
H -6.2673 -1.1011 -2.8551
H -4.0709 -2.1534 -2.5237
H -4.1955 -2.0592 1.3391
H -4.5172 -3.5820 3.2225
H -2.7615 -5.2248 3.8287
H -0.6642 -5.3066 2.4963
H -0.3360 -3.7558 0.6112
C -5.4687 4.8638 2.8734
C -5.0499 4.7823 1.5486
C -3.8725 4.1260 1.2310
C -3.0794 3.5466 2.2275
C -3.5120 3.6243 3.5452
C -4.6984 4.2809 3.8668
P -1.5689 2.6712 1.6342
C -0.7166 2.2501 3.2127
C -1.1637 1.1063 3.8808
C -0.5457 0.6567 5.0373
C 0.5611 1.3359 5.5362
C 1.0318 2.4586 4.8705
C 0.3971 2.9158 3.7173
C -0.5965 4.0824 0.9591
C -0.6677 5.3469 1.5637
C 0.0562 6.4038 1.0440
C 0.8479 6.1931 -0.0855
C 0.9043 4.9347 -0.6641
C 0.1893 3.8133 -0.1831
H -6.3879 5.3783 3.1249
H -5.6431 5.2301 0.7608
H -3.5564 4.0642 0.1948
H -2.9189 3.1838 4.3386
H -5.0145 4.3354 4.9014
H -2.0019 0.5474 3.4740
H -0.9126 -0.2332 5.5339
H 1.0594 0.9821 6.4303
H 1.9015 2.9848 5.2449
H 0.7800 3.7884 3.2008
H -1.2952 5.5087 2.4353
H 0.0040 7.3825 1.5069
H 1.4169 7.0162 -0.5059
H 1.5417 4.8171 -1.5391
Cl 5.7402 -2.6556 1.8626
C 5.1617 -3.7194 0.6099
C 4.9343 -5.0387 0.9815
C 4.3605 -5.9360 0.1010
C 4.0262 -5.4968 -1.1736
C 4.2866 -4.1936 -1.5412
Cl 3.8788 -3.7103 -3.1612
C 4.8492 -3.2372 -0.6670
N 4.9726 -1.9436 -1.0983
C 5.9627 -1.0124 -0.7525
C 7.2872 -1.4317 -0.6557
C 8.2988 -0.5521 -0.3175
C 7.9932 0.7831 -0.0915
C 6.6764 1.2004 -0.2200
C 5.6357 0.3327 -0.5558
C 4.2375 0.9172 -0.5570
C 3.3392 0.8001 -1.7842
O 3.5111 -0.0944 -2.6205
O 2.4214 1.6883 -1.8570
H 5.1862 -5.3338 1.9911
H 4.1598 -6.9543 0.4041
H 3.5662 -6.1577 -1.8954
H 4.2864 -1.5785 -1.7654
H 7.5099 -2.4755 -0.8474
H 9.3183 -0.9083 -0.2361
H 8.7661 1.4939 0.1715
H 6.4325 2.2433 -0.0514
H 4.3241 1.9878 -0.3720
H 3.6568 0.5307 0.2891
C -0.7747 2.6169 -3.8980
C -1.8891 1.7914 -3.2251
C -2.5581 0.9150 -4.2820
C -2.9200 2.7445 -2.6213
O -1.3316 1.0032 -2.2099
H -1.1430 3.2037 -4.7436
H 0.0128 1.9518 -4.2650
H -0.3308 3.3311 -3.1920
H -3.0193 1.5202 -5.0687
H -3.3321 0.3006 -3.8148
H -1.8268 0.2474 -4.7473
H -3.3444 3.4164 -3.3743
H -2.4464 3.3508 -1.8431
H -3.7302 2.1689 -2.1640
*
```

**E_HOMO**: -5.4 eV
**Gap between HOMO and LUMO**: 7.69 eV
**F_max**: 1.1 eV/A
**ΔE to the lowest compared entry with this formula, charge and spin**: 30.37 kJ/mol



This record from the OMol25 dataset describes 2 unconnected molecules or ions with the total composition C10H15F2NO4. The level of theory is ωB97M-V/def2-TZVPD.

The geometry in ORCA input format:
```
! RIJCOSX wB97M-V def2-TZVPD def2/J DEFGRID3
* xyz 0 1
C -1.9176 -0.1247 -1.5778
C -1.1401 -0.4032 -0.2962
C -2.0312 -0.5437 0.9331
F -1.9004 -1.8372 1.4555
C -1.7393 0.4319 2.0684
C -2.1065 1.8820 1.6729
C -0.7632 2.5603 1.3867
C 0.2870 1.6537 2.0043
O 1.4650 1.8945 2.1274
N -0.3135 0.4623 2.3951
H -1.2552 -0.1137 -2.4410
H -2.4411 0.8340 -1.5310
H -2.6760 -0.8937 -1.7374
H -0.3913 0.3730 -0.1406
H -0.6022 -1.3446 -0.4042
H -3.0841 -0.4377 0.6550
H -2.3079 0.0824 2.9294
H -2.6294 2.3646 2.4955
H -2.7506 1.8986 0.7941
H -0.5538 2.6426 0.3185
H -0.6657 3.5576 1.8099
H -0.0373 0.1486 3.3131
C 2.9047 -2.3096 -1.2344
C 3.8335 -1.1705 -1.6165
O 3.2022 -0.6297 -2.7595
C 1.8800 -0.9446 -2.7191
O 1.0490 -0.4702 -3.4167
O 1.6515 -1.8641 -1.7535
F 5.0693 -1.6078 -1.9554
H 3.2076 -3.2241 -1.7469
H 2.8212 -2.4793 -0.1656
H 3.9354 -0.3875 -0.8633
*
```

**E_HOMO**: -9.9 eV
**Gap between HOMO and LUMO**: 10.63 eV
**F_max**: 0.7 eV/A
**SMILES string**: CC[C@@H](F)[C@@H]1CCC(=O)N1.O=C1OC[C@@H](F)O1



This record from the OMol25 dataset describes 2 unconnected molecules or ions with the total composition C5H7PS in a non-equilibrium geometry. The level of theory is ωB97M-V/def2-TZVPD.

The geometry in ORCA input format:
```
! RIJCOSX wB97M-V def2-TZVPD def2/J DEFGRID3
* xyz 0 1
C 2.2182 0.2797 0.2487
C 0.9735 0.0305 0.8962
C 2.6039 -0.7504 -0.5120
C 0.4640 -1.1667 0.5970
C -2.9718 1.3771 -1.0905
P -1.0223 -2.0519 1.1622
S 1.5542 -2.0744 -0.3888
H 2.6714 1.2091 0.4537
H 0.4935 0.8078 1.4494
H 3.4785 -0.7234 -1.0922
H -2.8304 2.4470 -1.2488
H -3.3186 0.9114 -0.1341
H -2.6945 0.6585 -1.8247
H -1.6195 -0.9543 1.4836
*
```

**E_HOMO (spin up / spin down)**: -7.8 / -8.9 eV
**Gap between HOMO and LUMO (spin up / spin down)**: 7.88 / 7.71 eV
**F_max**: 3.7 eV/A
**ΔE to the lowest compared entry with this formula, charge and spin**: 348.45 kJ/mol



This record from the OMol25 dataset describes CH2N4O3 in the gas phase in a non-equilibrium geometry. The level of theory is ωB97M-V/def2-TZVPD.

The geometry in ORCA input format:
```
! RIJCOSX wB97M-V def2-TZVPD def2/J DEFGRID3
* xyz 0 1
C 1.9467 -0.5879 -0.0325
N 2.9969 -0.7354 0.3765
N 0.7027 -0.5836 -0.5131
N -0.2491 0.1366 0.2417
N -0.9144 1.1678 -0.4525
O -0.2739 1.7840 -1.2346
O -2.0214 1.4172 -0.0312
O -1.1904 -0.7141 0.8694
H 0.5348 -1.4845 -0.9386
H -1.5320 -0.4002 1.7149
*
```

**E_HOMO**: -11.1 eV
**Gap between HOMO and LUMO**: 10.91 eV
**F_max**: 2.6 eV/A
**ΔE to the lowest compared entry with this formula, charge and spin**: 180.20 kJ/mol
**SMILES string**: N#CNN(O)[N+](=O)[O-]



This record from the OMol25 dataset describes 2 unconnected molecules or ions with the total composition C4H10O in a non-equilibrium geometry. The level of theory is ωB97M-V/def2-TZVPD.

The geometry in ORCA input format:
```
! RIJCOSX wB97M-V def2-TZVPD def2/J DEFGRID3
* xyz 0 1
O 0.6620 3.2236 -2.3996
C -0.1566 2.9934 -3.3635
H 0.2497 2.5749 -4.2142
H -1.2496 2.9220 -3.1973
C 0.9674 -1.6651 0.4577
C -0.3592 -1.4079 1.2495
C -0.6317 -0.0759 1.9383
H 1.8879 -1.7011 1.0981
H 1.1688 -1.1028 -0.4970
H 1.0410 -2.6499 0.1323
H -0.4023 -2.0423 2.1579
H -1.1962 -1.6196 0.4305
H -1.6479 -0.1654 2.3990
H 0.1986 -0.0118 2.7096
H -0.5319 0.7279 1.0986
*
```

**E_HOMO**: -10.4 eV
**Gap between HOMO and LUMO**: 10.69 eV
**F_max**: 6.9 eV/A
**ΔE to the lowest compared entry with this formula, charge and spin**: 240.68 kJ/mol
**SMILES string**: C=O.CCC